A 2-piece molecular cluster, C3H9NOS overall, computed with ωB97M-V/def2-TZVPD.

Calculated values
DFT total energy (eV): -17624.412
HOMO level (eV): -8.27
Charge: 0
Frontier orbital gap (eV): 8.1

Geometry as XYZ:
```
15
Properties=species:S:1:pos:R:3:forces:R:3
O 0.396537 0.938452 1.424832 -4.5 0.6 -0.8
H -1.618759 -1.885585 0.043846 0.1 2.2 0.1
H -1.671765 1.738276 -0.253962 -0.4 -0.8 -0.6
H 0.777080 1.883396 -0.479296 -0.6 -0.4 0.8
H 1.947676 -1.048912 1.361119 -2.1 0.5 -3.7
H 0.562027 -1.810022 0.690218 0.7 0.7 -0.2
N 1.342615 -1.204650 0.415905 2.2 -2.8 3.3
C -1.141845 0.813288 -0.578836 1.1 0.8 3.0
S -2.030956 -0.543405 0.374110 -0.3 -0.1 -0.7
H 1.888700 0.049211 -1.226413 -0.3 -0.7 0.2
H 0.265987 -1.035530 -1.335091 2.1 2.4 1.5
C 0.299260 0.988165 0.009328 0.1 -1.8 -0.3
H -0.905173 0.725446 -1.601425 -1.0 -0.3 -1.4
C 1.027396 -0.318959 -0.633724 -1.4 -0.1 0.0
H -1.138780 0.710833 1.789395 4.3 -0.1 -1.2
```
Forces are in eV/Å.

The molecule C8H10, computed with ωB97M-V/def2-TZVPD.

Calculated values
DFT total energy (eV): -8456.662
HOMO level (eV): -8.79
SMILES: CCc1ccccc1
Charge: 0
Frontier orbital gap (eV): 9.8

Geometry as XYZ:
```
18
Properties=species:S:1:pos:R:3:forces:R:3
H 1.267628 0.974986 2.681233 1.1 0.2 1.2
H -2.294482 -1.332780 -0.394503 2.7 -1.1 -0.3
C 1.224411 1.812630 0.734694 -3.0 -2.4 -0.6
H -1.128316 -2.522222 0.351776 0.6 1.0 -0.4
C -0.353221 0.675097 -0.812215 0.6 -1.1 -0.1
H -1.135049 -1.259972 -2.468838 1.6 -1.2 1.1
H 0.758570 2.469710 -1.167988 -0.4 0.4 -0.7
H 1.809348 2.616040 0.994944 1.3 1.8 0.1
C 0.094858 -0.274844 1.458949 0.6 1.1 -3.3
H -0.669486 0.549404 -1.918174 0.2 0.4 2.3
C -1.097202 -1.646023 -0.351569 -3.5 -0.3 0.5
C -0.571126 -1.984088 -1.736989 0.0 3.0 -1.6
H -0.822042 -2.883712 -2.150849 -1.2 -2.8 -0.4
C 0.966546 0.861414 1.684141 -2.1 -2.0 0.1
C 0.480436 1.709771 -0.467857 1.5 0.8 0.1
H 0.031886 -1.179709 2.057603 0.0 0.5 0.5
C -0.472396 -0.395767 0.146013 1.0 1.0 0.8
H 0.548105 -1.980871 -1.916207 -1.2 0.7 0.7
```
Forces are in eV/Å.

A 2-piece molecular cluster, C4H8O3 overall, computed with ωB97M-V/def2-TZVPD.

Calculated values
DFT total energy (eV): -10418.904
HOMO level (eV): -10.21
SMILES: C[C@@H](O)C=O.C=O
Charge: 0
Frontier orbital gap (eV): 11.0

Geometry as XYZ:
```
15
Properties=species:S:1:pos:R:3:forces:R:3
C 0.620650 -0.011767 0.142300 0.0 -0.2 0.0
C 2.130450 -0.215957 0.003029 0.1 0.0 0.0
O -0.707368 -0.270180 -1.814778 0.3 -0.3 0.4
H 2.645774 0.399934 0.744550 -0.1 -0.1 -0.1
H -0.029825 -1.918670 -0.857091 0.0 0.1 0.0
H 2.475554 0.081963 -0.992760 -0.1 0.0 0.1
H -2.729861 1.164009 1.582609 0.0 -0.1 0.0
O -2.074009 -0.685935 1.100045 -0.2 0.5 -0.1
H 2.402596 -1.264138 0.172613 0.0 0.1 0.0
H 0.294213 -0.379153 1.122743 0.1 0.0 -0.1
H -2.600173 0.732051 -0.242025 0.0 -0.1 0.1
C -2.471044 0.417488 0.809425 0.1 -0.3 0.1
C -0.106561 -0.817786 -0.914794 -0.1 0.2 -0.3
O 0.247809 1.338310 0.024693 0.0 0.1 -0.1
H -0.098205 1.429830 -0.880560 0.0 0.1 0.1
```
Forces are in eV/Å.

A 17-piece molecular cluster, C21H76N6O17 overall, computed with ωB97M-V/def2-TZVPD.

Calculated values
DFT total energy (eV): -66746.888
HOMO level (eV): -8.35
Charge: 0
Frontier orbital gap (eV): 8.1

Geometry as XYZ:
```
120
Properties=species:S:1:pos:R:3:forces:R:3
H -2.578530 -1.119183 3.434834 0.3 1.6 -0.2
H 4.163368 0.553979 -0.110621 -0.6 -0.5 -1.7
H 4.387137 -1.583304 4.915010 -0.7 0.0 -0.3
H -1.233864 -1.131652 -5.071485 -0.5 -0.7 0.6
H 1.805853 4.831426 -2.001861 -0.2 1.3 0.6
H -3.006020 -3.083959 -0.602439 1.5 -0.3 -1.8
H -0.371004 -2.328609 3.217887 -0.5 -0.4 -0.2
H 0.149269 4.266017 3.176525 0.4 -0.1 -0.9
C 0.760448 -2.868554 -2.313893 -0.5 1.2 1.0
O -1.652660 -4.905594 -3.053770 -3.1 1.6 6.3
O 2.992959 0.487372 2.719340 0.5 -5.7 4.2
C -3.466529 -1.001494 0.659711 3.2 0.9 1.0
H -4.642230 1.589719 -0.510035 -0.4 0.4 -0.6
C 4.112694 4.477192 1.098791 -0.3 0.1 -0.2
H -2.342722 -1.211422 0.805586 -1.7 -0.3 0.9
H -0.166223 1.731818 4.986397 -0.1 0.2 0.1
O 3.852197 4.902981 2.433210 0.2 -1.7 0.1
H -3.930239 -0.463553 1.501027 0.2 -0.3 -0.4
H 0.182788 -3.245323 -3.163419 -0.4 0.3 0.4
C 1.053815 4.084185 -1.822509 -1.0 0.2 0.1
H 2.825948 2.847161 0.968512 0.1 -0.8 0.1
H -0.436427 -6.483322 0.983969 -0.9 2.3 0.0
H 1.064620 -1.820500 -2.441927 0.2 -0.1 -0.6
H 4.134620 5.791677 2.361831 0.3 1.6 0.7
O 3.462243 -1.019310 -1.306782 0.0 -2.0 -0.9
H -5.836530 3.526939 0.979943 0.2 0.4 -0.5
H -2.107668 -0.114700 -3.266144 -0.1 -1.6 1.0
H 1.266179 1.247222 -5.632301 1.1 -0.4 1.2
O 2.105548 1.011948 -5.156823 -1.2 0.8 -1.4
H 5.095514 4.669830 0.764104 1.6 0.7 0.2
H -1.027056 0.900880 -0.102162 0.3 -0.4 0.0
C -4.595354 2.212762 0.380170 -0.1 -1.2 1.0
H 1.070832 0.055244 -3.623944 -1.7 -0.8 0.1
H 2.260198 -3.723948 -2.978056 1.3 -0.3 -1.8
N 4.078529 -0.759119 4.414434 5.4 0.6 3.7
C 3.679846 0.317458 -1.152538 -0.2 2.0 4.3
H 1.030972 1.624462 3.669561 -1.9 -1.4 0.3
H -1.881811 -2.661827 -2.002358 -0.6 0.1 0.9
H 2.741384 -0.124521 -3.724334 0.9 -0.7 0.7
H -1.852305 1.197758 3.420504 -1.8 -0.3 1.3
H 3.918948 -4.569420 -0.279292 0.3 1.4 0.5
H 1.040489 3.664863 -2.778294 -0.3 -1.2 -1.7
H -0.688654 5.093229 1.975014 -1.9 0.5 -0.8
C 3.873073 3.052795 0.744770 0.8 -1.5 -0.8
H -0.263003 2.641587 1.970034 -0.5 -1.1 0.4
C -2.229511 -4.560847 -1.842174 2.9 -0.9 -6.7
O -0.891364 5.427337 -2.340891 0.5 0.3 -2.4
C 0.762596 -0.196281 0.575155 -0.6 0.6 -1.7
H 0.178627 -2.756361 -1.351943 0.7 -0.9 -1.2
H -3.283583 -0.468536 -0.199611 -0.1 2.8 -1.7
C 0.014025 1.189748 4.053438 3.6 0.1 3.4
H 1.532593 3.375318 -1.178992 -0.2 -0.5 0.8
N 2.380175 -1.667511 3.623518 -5.8 -1.1 -3.2
N -2.771677 -5.415490 -1.013408 -3.0 -4.7 0.2
O -2.132730 -1.112100 -3.145424 -0.2 1.0 -2.1
N -2.214569 -3.358835 -1.310915 -1.7 3.3 -1.1
H -0.365306 5.063229 -0.513518 0.0 -1.1 0.2
H -0.007172 0.140909 4.314038 1.3 -0.5 0.4
H 1.523064 -1.549816 3.036626 1.1 -0.8 0.6
H -2.325667 2.046206 -4.655091 -0.4 -0.5 -0.9
O -5.205736 3.496606 0.244228 -0.4 -0.8 0.3
H -2.965666 -1.282421 -5.166170 0.0 0.1 0.9
H 4.665424 0.013186 4.574550 0.7 1.0 -0.2
C -0.405794 4.466237 -1.446728 0.8 0.9 2.1
H -1.365400 -3.329176 -0.088104 2.3 -0.5 1.9
C -3.137266 2.375130 0.715794 1.0 0.3 -1.3
H -2.086786 -2.641244 -4.625917 0.4 -1.3 0.6
H -5.120869 1.575006 1.135474 0.2 0.7 -0.2
H 4.016449 3.027794 -0.381370 -0.4 0.0 1.1
N -0.663391 -3.354584 0.738071 -1.5 3.6 -1.9
H 0.976671 5.200788 1.879321 -0.3 -1.7 -0.2
H -2.872892 -6.341037 -1.482295 -0.1 0.9 1.0
H -3.557253 1.639090 -2.888609 1.0 0.3 0.0
H -2.600607 1.471093 1.083793 -0.6 0.5 -0.5
C 3.145498 -0.659477 3.571918 -1.4 7.1 -5.5
H -0.840572 1.537151 -3.796592 -1.2 1.1 0.3
C -2.108356 -1.592689 -4.529625 0.5 2.3 -0.8
O -4.153639 -2.077503 0.205768 -1.8 -3.1 -0.3
H 4.354054 0.781404 -1.856320 -0.1 -0.3 -0.7
H 2.070174 1.378261 -3.066888 0.0 -0.2 -0.5
H 0.324686 0.842522 -1.217079 -0.3 -0.3 0.1
C 3.112559 -3.415605 1.013424 -1.1 0.5 2.3
H 4.642368 2.239146 1.114903 -1.8 1.9 -0.1
H -1.083189 3.585322 -1.302039 0.8 0.6 -0.3
O -0.968915 1.322742 3.183323 -1.1 1.8 -5.3
O 0.099034 3.231281 1.326730 0.6 1.8 -0.2
O -1.003147 -2.431916 3.940203 -1.0 0.5 0.7
C -0.235102 0.234917 -0.479016 -0.2 -0.2 -1.2
H -0.413146 -0.141081 2.074416 -1.1 1.6 1.0
O 4.140233 -3.704864 0.154206 0.5 -1.0 -2.0
H -2.673085 2.742708 -0.264653 -0.1 -0.5 1.6
H 3.066479 -2.391337 1.433178 0.9 -0.1 -0.8
C -0.321993 -4.485244 1.291946 4.7 3.1 8.9
O 0.382446 -4.541418 2.460797 -1.7 0.5 -4.7
H -3.022010 3.134756 1.473366 0.1 0.4 0.2
H 3.496863 5.130479 0.506816 -0.6 0.0 -0.9
H -1.530076 -5.423698 0.094330 0.4 -0.5 -0.2
H -1.799373 5.715030 -2.281715 -0.3 -0.4 0.7
O 1.883301 -3.693473 -2.135204 -0.8 -0.2 2.1
C 1.954742 0.575640 -3.819141 0.9 1.3 -0.3
O 0.080780 -0.807842 1.651719 1.5 -2.1 -0.5
H 3.242093 -4.029095 1.881676 -0.2 -0.4 1.0
H -0.477809 -2.380593 1.061953 0.4 -1.6 0.4
H 1.539900 -0.809217 0.072780 -0.7 -0.1 1.0
H -0.680488 -0.628943 -1.020344 0.1 0.5 0.3
C 0.138668 4.454297 2.064705 1.7 0.6 1.8
H 3.147654 -1.476165 -0.504621 0.6 0.5 -0.5
N -0.863033 -5.516147 0.829566 -0.7 -7.4 -1.6
H 2.083902 -3.588631 0.746311 -0.3 -0.4 -1.1
H -4.587987 -1.871218 -0.630523 -0.1 0.1 0.3
H 2.548023 -2.501572 4.106157 0.1 -1.0 0.7
H -2.590949 -2.615705 2.590839 0.1 -0.2 -0.3
H 1.193297 0.730738 0.856090 1.0 0.6 1.0
H 2.700367 0.851161 -1.047495 0.7 0.1 -0.6
H -3.428600 -5.211830 -0.213060 1.1 0.0 -1.6
O -2.604212 1.665782 -2.657242 -0.4 0.1 0.0
C -1.798105 2.163436 -3.735448 0.9 0.2 -0.3
H -3.112840 -2.481030 4.227036 0.7 -0.4 0.4
C -2.334369 -2.143611 3.532688 0.1 -1.3 0.0
H -1.593154 3.268503 -3.738859 0.1 -1.0 0.8
```
Forces are in eV/Å.

A 7-piece molecular cluster, C19H26F3N8O overall, computed with ωB97M-V/def2-TZVPD.

Calculated values
DFT total energy (eV): -42236.082
HOMO level (eV): -12.98
Charge: +1
Frontier orbital gap (eV): 7.9

Geometry as XYZ:
```
57
Properties=species:S:1:pos:R:3:forces:R:3
N 2.707422 -1.482080 0.924918 -0.1 0.1 0.3
H 5.761992 -3.687161 2.264386 0.0 -0.1 0.2
C -5.342836 6.835296 -0.116110 0.2 0.3 0.0
N -4.095290 2.214756 3.734415 0.1 0.3 0.1
H -4.257949 2.622847 0.263707 0.0 0.0 0.0
H -3.819293 7.884586 -1.091341 0.0 0.0 0.0
O 5.224946 -1.816786 2.907679 -0.2 0.0 0.0
C 1.028804 -2.243453 2.984391 -0.1 -0.1 0.1
H 0.378971 -2.518750 3.800155 0.0 0.0 0.1
H -4.969549 -0.804325 3.479634 0.0 0.0 0.0
H -1.373330 3.961969 -3.649045 -0.1 0.0 0.0
C -4.383333 -0.194482 2.795351 0.0 0.0 0.0
C -0.472772 3.512169 -5.488865 -0.3 0.1 0.2
N -6.059699 5.944505 -0.056796 -0.2 -0.2 0.0
H 2.904819 -2.494444 -4.111956 0.0 0.0 0.0
F -0.828235 -3.149586 0.000184 0.0 0.0 0.4
H -2.283550 2.842670 -4.680873 0.0 0.0 0.0
H -2.234597 4.570293 -5.071556 0.0 0.0 0.0
H -3.357065 3.481186 1.527869 0.0 0.0 0.0
N 2.792947 -5.020758 -0.756371 0.1 0.2 0.3
H 1.267749 -2.166186 -0.358427 0.2 0.1 -0.2
H 6.738511 -2.365146 1.603456 0.1 0.1 0.0
F -0.727969 -4.311561 1.835330 -0.1 0.3 -0.1
H 2.637052 -1.541521 4.225789 0.4 0.2 0.0
C 1.789304 -5.364642 -1.190369 -0.3 -0.1 -0.2
C -1.661316 3.735411 -4.674406 0.0 0.0 0.0
N 4.374568 -2.221173 -1.339886 0.1 0.0 0.3
C 4.422335 -0.802679 2.473324 0.4 -0.1 0.3
C 2.275248 -1.685794 3.222700 -0.5 -0.4 -0.3
C 1.535741 -2.031607 0.675493 -0.1 -0.1 0.0
F -1.688570 -2.363560 1.830921 0.0 0.0 0.1
N 0.466084 3.336956 -6.119550 0.3 -0.1 -0.2
C -0.672609 -3.070385 1.333230 0.1 -0.3 -0.3
C 3.915540 -2.151375 -3.900301 0.0 0.0 0.0
H 0.600752 -6.840543 -2.080628 0.0 0.0 0.0
C -4.425384 7.964661 -0.191202 0.0 0.0 0.0
H -4.726862 4.269905 0.722481 0.0 -0.1 0.0
C -4.221561 1.150560 3.333479 -0.1 -0.3 -0.2
H -3.405155 -0.648564 2.657009 0.0 0.0 0.0
H 4.763216 -0.285840 1.579936 -0.2 -0.2 -0.3
N -2.253241 4.558348 -1.196921 0.2 0.1 -0.3
N 3.037966 -1.349226 2.188935 0.0 0.3 0.1
H 4.303629 -0.097070 3.289482 -0.1 0.1 0.1
H 0.271034 -5.187551 -2.627431 0.0 0.0 0.0
H 4.625141 -2.797804 -4.412350 0.0 0.0 0.0
H -4.891834 -0.150119 1.834169 0.0 0.0 0.0
C 0.520530 -5.802503 -1.764886 0.0 0.0 0.0
C 5.735104 -2.679186 1.872317 0.1 -0.1 -0.3
H -4.988759 8.895091 -0.217848 0.0 0.0 0.0
H 5.123564 -2.673720 0.972863 -0.2 0.1 0.0
C -2.983922 4.134064 -0.423790 -0.2 -0.1 0.3
C 4.163488 -2.191033 -2.464381 0.0 0.0 -0.4
C -3.885395 3.594668 0.583196 0.0 0.0 0.1
H -0.271396 -5.717651 -1.023956 0.0 0.0 0.0
H -3.772411 7.966819 0.679102 0.0 0.0 0.0
H 4.031017 -1.133390 -4.266718 0.0 0.0 0.0
C 0.656395 -2.435097 1.680078 0.2 0.1 -0.1
```
Forces are in eV/Å.

C4H5O2Tm as an isolated structure, computed with ωB97M-V/def2-TZVPD.

Calculated values
DFT total energy (eV): -37829.481
HOMO level (spin up / spin down) (eV): -14.88 / -15.88
Charge: +2
Frontier orbital gap (spin up / spin down) (eV): 4.7 / 5.7
2S+1: 3

Geometry as XYZ:
```
12
Properties=species:S:1:pos:R:3:forces:R:3
O -2.404003 1.506425 0.068033 0.7 -0.5 -0.4
O 2.671188 0.092780 -0.584840 0.3 -0.3 0.9
C 0.491268 -0.558111 0.135354 -3.8 -1.8 -3.7
H -2.408975 -0.511479 -0.470506 0.2 0.0 -0.1
H -1.832678 -0.164232 1.151763 0.4 0.1 -0.4
H -0.068588 -1.448112 -0.508855 1.3 0.3 2.4
H 2.313555 -0.897852 1.148751 -0.1 -0.4 -0.4
H -3.323252 1.435675 0.339957 -0.2 0.0 0.0
C -1.809613 0.216734 0.111861 -1.6 0.4 0.0
Tm 4.947094 0.585489 -1.151508 -1.4 -0.2 0.2
C 1.867112 -0.502306 0.220625 3.4 1.1 -0.6
C -0.443103 0.244994 -0.460637 0.8 1.1 2.0
```
Forces are in eV/Å.

Q: Look up the charge of the second one.
A: 0

Q: Number 4 is which compound?
A: C21H76N6O17

Q: The lowest DFT total energy belongs to which entry?
A: C21H76N6O17